1.
Here is a molecular structure, C24H19N8O2PdS from the Open Molecules 2025 dataset. Energies are from the ωB97M-V functional and the def2-TZVPD basis.

- Net charge: +1
- Max |F|: 0.95 eV/Å
- ⟨S²⟩: 2.01
- E: -2040.375862 hartree
- Spin multiplicity: 3
- Frontier orbital gap (spin up / spin down): 7.8698 / 7.1548 eV
- LUMO (spin up / spin down): -3.11 / -4.16 eV

Geometry as XYZ:
```
55
C24H19N8O2PdS the ωB97M-V functional and the def2-TZVPD basis
Pd 0.22401 1.19404 -0.37622
S 0.69514 5.93228 -0.29913
O -2.35911 -5.42071 0.26379
O -6.38849 -1.21503 -0.43755
N 0.50974 -1.98080 4.11342
N -1.95957 0.94483 -0.47438
N 4.15339 2.73473 -0.18531
N 0.58491 3.43824 -0.75233
N 2.45946 1.38268 -0.65190
N -0.61781 0.03663 3.20814
N 0.19962 1.73435 1.66073
N -0.12139 -0.94445 -0.09432
C 1.88453 3.73142 -0.39920
C -0.18397 0.88780 2.40743
C 0.83277 -1.82806 0.20631
C -1.37451 -1.37870 -0.27752
C 3.86490 -0.71559 -0.90279
C -2.84422 1.94248 -0.46172
C -4.68445 0.43246 -0.47372
C 6.21965 -0.33120 -0.44521
C -0.69013 -3.65139 0.03973
C 2.82651 2.61544 -0.40050
C -0.99144 -5.13075 0.07880
C -3.76554 -0.60381 -0.44596
C -4.20456 1.73544 -0.46670
C 3.63918 0.63169 -0.62188
C -2.41136 -0.31484 -0.43681
C -0.13724 4.52300 -0.73573
C -1.68623 -2.72484 -0.23250
C 6.01698 1.01165 -0.20793
C 0.59262 -3.18257 0.28119
C 4.70692 1.46577 -0.31446
C 5.15796 -1.18186 -0.80179
C 2.12600 5.03316 -0.11563
C 0.02268 -1.02863 3.67797
C -6.16511 0.17714 -0.48655
H -1.18327 4.55277 -0.99931
H 3.06484 -1.36582 -1.23067
H -6.61367 0.68906 0.37083
H -0.71290 -5.55765 -0.88601
H 1.39880 -3.85581 0.54353
H -4.12540 -1.61957 -0.40410
H 5.36487 -2.22208 -1.01470
H -2.43612 2.94117 -0.43105
H -2.69558 -3.07593 -0.38678
H 4.65006 3.58261 0.02550
H -6.58417 0.62334 -1.39428
H 3.04703 5.50465 0.18826
H -4.87571 2.58493 -0.45311
H -7.33378 -1.38519 -0.48223
H -0.36574 -5.61067 0.83503
H 7.21923 -0.73716 -0.37218
H -2.59333 -5.25852 1.18386
H 1.80745 -1.41762 0.43143
H 6.83553 1.67548 0.03623
```

natural (NBO) atomic charge list, values in e, 6 entries:
1 Pd 1.16
2 S 0.55
3 O -0.70
4 O -0.71
5 N -0.41
6 N -0.48

2.
Here is a single C24H19NO4S2 molecule in a non-equilibrium geometry from the Open Molecules 2025 dataset. Energies are from the ωB97M-V functional and the def2-TZVPD basis.

- Max |F|: 6.07 eV/Å
- SMILES string: O=C(c1ccc(-c2ccccc2)cc1)n1c2c(c3cc(S(=O)(=O)O)ccc31)CSCC2
- E: -2077.935447 hartree
- Frontier orbital gap: 8.3629 eV
- LUMO: -0.25 eV

Geometry as XYZ:
```
50
C24H19NO4S2 the ωB97M-V functional and the def2-TZVPD basis
S 3.33455 6.95432 -1.76796
S 2.47202 2.91590 4.09954
O 4.34872 7.62335 -0.93560
O 2.49779 -0.38588 -1.32190
O 1.77136 7.47556 -1.37416
O 3.39326 7.20203 -3.25356
N 1.84496 1.35060 0.03356
C 1.09770 -2.31622 0.13256
C 1.56239 1.77792 1.35478
C -3.07454 -3.71025 2.12131
C -1.49896 -1.60271 0.54209
C -4.48767 -5.48747 1.22125
C 2.34273 3.58369 0.14042
C -0.61932 -0.61862 0.10831
C 2.63219 4.89348 -0.12566
C 3.01205 5.20297 -1.31921
C 2.62067 2.85453 -2.11041
C 1.76968 0.02946 -0.41658
C 1.81618 3.13254 1.46016
C 2.29013 2.51177 -0.71092
C 0.71748 -0.94052 -0.10510
C 2.60413 1.18580 3.57738
C 1.46136 0.96967 2.58816
C -2.46562 -4.82984 0.06104
C 3.08049 4.26924 -2.28891
C -4.20215 -4.54811 2.18502
C -3.60728 -5.67367 0.10547
C -1.19696 -2.97758 0.66232
C 0.13739 -3.35368 0.40200
C -2.26558 -3.86743 0.99096
C 1.73995 3.89955 2.77602
H 0.46382 -4.38523 0.36719
H 0.54511 1.36335 3.06030
H -4.58763 -4.49072 3.18895
H 3.21083 4.48749 -3.29764
H -5.37685 -6.11683 1.40225
H 1.28882 -0.05990 2.29412
H 2.02853 -2.49764 -0.15878
H 2.60967 5.71091 0.63223
H -2.55370 -1.29671 0.76850
H -0.87312 0.47424 0.01003
H 2.53593 2.11682 -2.89116
H 3.47089 0.94785 2.98148
H -3.73551 -6.50465 -0.57234
H 2.51920 0.53778 4.42701
H 1.39611 7.77323 -2.22891
H 2.40162 4.71016 2.51928
H 0.64409 4.11129 2.99271
H -2.86885 -2.90756 2.92112
H -1.78921 -5.03544 -0.78986
```

natural (NBO) atomic charge list, values in e, 6 entries:
1 S 2.24
2 S 0.19
3 O -0.86
4 O -0.54
5 O -0.89
6 O -0.91

3.
Here is a molecular structure, C24H20As2N2O4PdS4 from the Open Molecules 2025 dataset. Energies are from the ωB97M-V functional and the def2-TZVPD basis.

- Net charge: -2
- Max |F|: 0.82 eV/Å
- E: -7529.485822 hartree
- Frontier orbital gap: 5.8226 eV
- LUMO: 4.18 eV

Geometry as XYZ:
```
57
C24H20As2N2O4PdS4 the ωB97M-V functional and the def2-TZVPD basis
Pd -0.10879 -0.49105 0.00502
As -0.14933 0.10988 2.62104
As -2.13407 -3.01092 -0.80701
S -2.48864 -3.32588 -2.85309
S 0.04497 -2.76269 -0.35243
S -2.32617 -0.86832 -0.19478
S -3.05246 -4.35121 0.53475
O 1.39842 3.56822 -0.16844
O 3.75595 3.95980 0.25437
O -0.02847 1.86153 -0.42575
O 5.55677 2.71767 0.71391
N 2.00722 0.01142 0.02257
N 4.10889 0.37206 0.46545
C 2.22362 1.36957 0.03114
C -2.55131 -3.08329 3.85110
C -3.33932 -2.57380 4.87222
C 4.36981 2.82877 0.44597
C -0.42289 4.39808 4.65459
C 3.73616 -0.17456 4.33612
C 1.81612 -1.88994 3.31250
C -0.19022 3.29410 5.46807
C 3.54020 1.61006 0.30908
C 1.09921 2.33566 -0.21912
C 2.51138 0.32582 3.91042
C -2.26750 -0.43334 4.62082
C -3.20908 -1.24176 5.24249
C -1.43186 -0.95645 3.63548
C 3.99547 -1.53690 4.27464
C -0.27886 1.84288 3.53632
C 3.02895 -2.39289 3.76084
C -0.51086 2.95423 2.73069
C 3.43029 -2.03002 0.31771
C 1.53142 -0.52664 3.40736
C 3.15627 -0.57122 0.28528
C -0.58122 4.22712 3.28882
C -1.61041 -2.27627 3.22682
C -0.11633 2.02688 4.91075
H 2.72264 3.78869 0.00522
H -0.63485 2.82706 1.66153
H 2.49556 -2.57619 0.20751
H -2.70288 -4.08807 3.48134
H 4.09122 -2.30631 -0.50668
H -0.75060 5.08097 2.64499
H -2.19879 0.60765 4.90250
H 5.08425 0.24044 0.67830
H -4.08768 -3.19932 5.34505
H -3.85472 -0.82119 6.00570
H 4.48937 0.50642 4.71478
H 1.08989 -2.56411 2.87151
H 3.90449 -2.31214 1.25936
H -1.08104 -2.66536 2.36023
H 3.22400 -3.45673 3.69122
H -0.06122 3.42322 6.53666
H 4.94731 -1.92768 4.61469
H 2.32843 1.39256 3.95967
H -0.47359 5.38982 5.08873
H 0.07638 1.16999 5.54644
```

natural (NBO) atomic charge list, values in e, 6 entries:
1 Pd 0.56
2 As 0.95
3 As 0.99
4 S -0.77
5 S -0.63
6 S -0.50

4.
Here is a molecular structure, C24H20BCoF2N2O2SSb in a non-equilibrium geometry from the Open Molecules 2025 dataset. Energies are from the ωB97M-V functional and the def2-TZVPD basis.

- Max |F|: 2.80 eV/Å
- ⟨S²⟩: 1.20
- E: -3432.281468 hartree
- Spin multiplicity: 2
- Frontier orbital gap (spin up / spin down): 8.1233 / 7.7477 eV
- LUMO (spin up / spin down): -0.28 / -0.01 eV

Geometry as XYZ:
```
54
C24H20BCoF2N2O2SSb the ωB97M-V functional and the def2-TZVPD basis
Sb 1.73430 0.61870 2.04600
Co -0.89820 0.07930 0.01500
S -0.45270 -0.11010 2.27050
F -0.23980 -2.45460 -1.31850
F -2.39860 -2.31670 -1.16700
O -1.33550 1.66470 -0.90180
O 1.03260 0.78060 -0.72010
N 0.74110 1.79330 -1.54090
N -0.46830 2.22350 -1.65470
C 3.75520 -2.53590 -0.27510
C 1.54400 5.07150 -0.01170
C 1.43490 3.42700 -3.17280
C 4.81050 -2.51820 1.88010
C 4.69550 -3.04650 0.60460
C 1.72740 2.32380 -2.36550
C 4.00680 -1.45790 2.26850
C 0.59690 3.32740 1.33300
C 2.84490 3.11220 0.49960
C 2.37360 3.87520 -4.07710
C 2.65610 1.66710 6.75750
C 2.93200 -1.49090 0.11430
C 2.48000 0.34810 6.37390
C 2.32680 2.36890 4.48990
C 3.62120 3.27360 -4.15810
C 2.98710 1.72970 -2.43090
C 0.48440 4.56520 0.72440
C 2.22870 0.03830 5.04740
C 3.08250 -0.94050 1.37440
C 2.17750 1.04790 4.09980
C 2.72020 4.34760 -0.11820
C 3.92690 2.21260 -3.32150
C 2.56270 2.68080 5.81840
C 1.77450 2.60750 1.21310
B -1.25470 -1.68050 -0.88530
H 2.85950 1.90630 7.79120
H 2.25230 3.15890 3.75210
H 4.34270 3.61900 -4.88270
H 5.53160 -2.92480 2.57640
H 2.17200 -1.10850 -0.54930
H 1.44040 6.02340 -0.50960
H 0.46850 3.89600 -3.10310
H 5.34180 -3.85510 0.29560
H 3.20410 0.88420 -1.79730
H -0.23870 2.90660 1.87950
H 2.53760 -0.44000 7.11130
H 3.65670 -2.94830 -1.26810
H 4.10820 -1.04100 3.26170
H -0.43850 5.11720 0.81280
H 2.67500 3.71330 6.11840
H 4.90120 1.75040 -3.38310
H 2.12930 4.69890 -4.73210
H 3.76080 2.54090 0.41470
H 3.53780 4.73200 -0.70600
H 2.05820 -0.98730 4.74880
```

natural (NBO) atomic charge list, values in e, 6 entries:
1 Sb 1.72
2 Co 0.79
3 S -0.75
4 F -0.54
5 F -0.53
6 O -0.57

Q: What is the max |F| in the second record?
A: 6.07 eV/Å